1.
# C28H51NO3

A 4-piece molecular cluster, C28H51NO3 overall (the ωB97M-V functional and the def2-TZVPD basis, the OMol25 dataset).

Each line ends with the Löwdin charge.
Cartesian coordinates (Å):
C: 9.8433 2.7332 0.1108  -0.063
C: 8.4247 2.3792 0.5015  -0.243
O: 7.6346 3.5695 0.4480  -0.039
C: 6.3245 3.4644 0.1613  -0.252
C: 5.6991 4.6429 -0.2925  0.026
C: 4.3588 4.6682 -0.5853  0.013
C: 3.6442 3.4857 -0.4603  -0.099
C: 4.2637 2.3310 -0.0146  -0.088
C: 5.5978 2.2918 0.3295  0.069
C: 3.2385 1.2549 0.0346  -0.365
O: 3.2993 0.1841 0.5801  0.128
N: 2.0474 1.7483 -0.6122  0.159
C: 2.2099 3.1868 -0.6977  -0.364
O: 1.3043 3.9657 -0.8398  0.127
H: 10.3144 3.3732 0.8525  0.079
H: 10.4174 1.8161 -0.0180  0.080
H: 9.8330 3.2428 -0.8534  0.082
H: 8.3931 1.9946 1.5235  0.128
H: 8.0210 1.6351 -0.1866  0.119
H: 6.3001 5.5353 -0.3955  0.124
H: 3.8714 5.5759 -0.9144  0.127
H: 6.0429 1.3844 0.7101  0.126
H: 1.9296 1.3374 -1.5328  0.145
C: -1.2474 2.3454 0.5228  -0.116
C: -2.6743 2.0906 0.9960  -0.261
C: -3.5877 1.5230 -0.0880  -0.225
C: -3.7909 2.4382 -1.2968  -0.227
C: -4.3519 3.8201 -0.9666  -0.270
C: -5.7345 3.7784 -0.3230  -0.113
H: -1.2057 3.0847 -0.2763  0.058
H: -0.6285 2.7117 1.3430  0.075
H: -0.7928 1.4235 0.1527  0.061
H: -3.0976 3.0122 1.4054  0.101
H: -2.6399 1.3794 1.8273  0.083
H: -4.5576 1.2767 0.3541  0.102
H: -3.1706 0.5731 -0.4406  0.096
H: -4.4665 1.9400 -2.0000  0.108
H: -2.8417 2.5592 -1.8258  0.102
H: -4.4067 4.4007 -1.8913  0.103
H: -3.6597 4.3576 -0.3133  0.098
H: -6.4495 3.2664 -0.9707  0.074
H: -6.1117 4.7855 -0.1398  0.067
H: -5.7179 3.2569 0.6352  0.064
C: -3.0188 -4.9508 2.8516  -0.109
C: -2.0971 -4.0554 3.6743  -0.269
C: -2.6241 -2.6317 3.8470  -0.226
C: -2.8058 -1.8556 2.5416  -0.223
C: -1.5437 -1.7360 1.6899  -0.272
C: -0.4024 -0.9861 2.3727  -0.092
H: -3.1395 -4.5779 1.8331  0.056
H: -2.6212 -5.9643 2.7833  0.068
H: -4.0100 -5.0108 3.3062  0.075
H: -1.1055 -4.0333 3.2140  0.098
H: -1.9603 -4.4970 4.6648  0.103
H: -1.9506 -2.0817 4.5099  0.102
H: -3.5883 -2.6701 4.3640  0.109
H: -3.1706 -0.8513 2.7808  0.101
H: -3.5932 -2.3245 1.9444  0.102
H: -1.7993 -1.2184 0.7596  0.081
H: -1.2020 -2.7335 1.3954  0.094
H: -0.7112 0.0267 2.6418  0.067
H: 0.4598 -0.9047 1.7083  0.063
H: -0.0713 -1.4903 3.2821  0.069
C: -2.3531 -5.2382 -3.0621  -0.110
C: -2.1664 -4.2058 -1.9545  -0.271
C: -2.1130 -2.7665 -2.4633  -0.225
C: -0.9571 -2.4622 -3.4198  -0.225
C: 0.4318 -2.7576 -2.8537  -0.264
C: 0.7436 -1.9526 -1.5973  -0.101
H: -1.5207 -5.2288 -3.7674  0.065
H: -2.4211 -6.2459 -2.6503  0.069
H: -3.2698 -5.0443 -3.6231  0.075
H: -1.2588 -4.4365 -1.3894  0.098
H: -2.9932 -4.2904 -1.2440  0.100
H: -2.0630 -2.0912 -1.6042  0.085
H: -3.0539 -2.5335 -2.9719  0.111
H: -1.0104 -1.4038 -3.6947  0.108
H: -1.0894 -3.0208 -4.3505  0.100
H: 1.1751 -2.5382 -3.6252  0.103
H: 0.5313 -3.8239 -2.6334  0.099
H: 0.6786 -0.8780 -1.7852  0.064
H: 1.7471 -2.1673 -1.2275  0.074
H: 0.0374 -2.1912 -0.8004  0.049

Output
Lowest unoccupied orbital energy (Ha): -0.010
M (g/mol): 449.72
2S+1: 1
HOMO level (eV): -9.298
SMILES: CCOc1ccc2c(c1)C(=O)NC2=O.CCCCCC.CCCCCC.CCCCCC


2.
# C7H9NO2

A 2-piece molecular cluster, C7H9NO2 overall (the ωB97M-V functional and the def2-TZVPD basis, the OMol25 dataset).

Each line ends with the natural charge from an NBO analysis.
Cartesian coordinates (Å):
C: 3.2760 -0.0142 -0.2428  0.018
C: 2.5665 1.1946 -0.2456  -0.253
C: 1.3678 1.2232 0.2754  -0.215
C: 0.7442 -0.0026 0.4476  -0.231
C: 1.4111 -1.1931 0.3125  0.002
C: -2.6873 -0.0320 -0.2584  0.798
C: -3.1411 0.1708 1.1484  -0.730
H: 4.3679 -0.2642 -0.5858  0.210
H: 3.1268 2.0515 -0.7660  0.224
H: 0.7415 2.1616 0.5440  0.223
H: -0.2132 -0.2284 1.0192  0.244
H: 0.7768 -2.0799 0.5046  0.189
H: -1.1384 -0.3959 -1.2357  0.513
H: -4.1964 0.3606 1.1625  0.243
H: -2.8765 -0.7353 1.7097  0.239
H: -2.5892 0.9812 1.6254  0.239
N: 2.6669 -1.1680 -0.0446  -0.425
O: -3.3924 -0.0182 -1.2460  -0.583
O: -1.3439 -0.2013 -0.2900  -0.705

Output
Lowest unoccupied orbital energy (Ha): 0.020
M (g/mol): 139.15
2S+1: 1
HOMO level (eV): -9.142
SMILES: c1ccncc1.CC(=O)O
ΔE to the lowest compared entry with this formula, charge and spin (kJ/mol): 250.0


3.
# C4H8NS

A 2-piece molecular cluster, C4H8NS overall (the ωB97M-V functional and the def2-TZVPD basis, the OMol25 dataset).

Each line ends with the natural charge from an NBO analysis.
Cartesian coordinates (Å):
C: 1.0401 1.5625 0.3782  -0.335
C: 0.6521 0.3326 1.0670  -0.047
C: 0.1586 0.4785 -0.2584  -0.028
C: 1.9605 -1.3308 -0.3783  0.078
N: 1.1347 -0.4364 0.0236  -0.192
S: -3.4499 -0.4088 -0.8893  -0.356
H: 0.6736 2.4666 0.6831  0.254
H: 2.0354 1.6005 -0.0784  0.228
H: 0.3905 0.0582 2.1184  0.291
H: -0.7994 0.3350 -0.6575  0.284
H: 1.9137 -1.6367 -1.3853  0.234
H: 2.6226 -1.6863 0.3170  0.224
H: -3.6247 -1.1421 0.3305  0.179
H: -4.7078 -0.1927 -1.2707  0.184

Output
Net charge: +1
Lowest unoccupied orbital energy (Ha): -0.174
M (g/mol): 102.18
2S+1: 1
HOMO level (eV): -12.860
ΔE to the lowest compared entry with this formula, charge and spin (kJ/mol): 354.9


4.
# C7H12S

One molecule with the formula C7H12S (the ωB97M-V functional and the def2-TZVPD basis, the OMol25 dataset).

Each line ends with the natural charge from an NBO analysis.
Cartesian coordinates (Å):
C: -0.0407 0.2012 -0.9802  -0.441
C: -1.2117 -0.6109 -1.6697  -0.395
C: -1.4198 -1.3532 -0.1679  -0.391
C: -0.1076 -0.5618 0.2588  -0.200
C: -0.1162 0.2743 1.6242  -0.448
C: 1.0709 0.9889 1.7707  -0.215
C: 2.1723 0.6493 1.0831  -0.404
H: 0.6313 1.0083 -3.0471  0.133
H: -0.6884 1.1851 -0.8025  0.203
H: -2.0958 0.1377 -2.0178  0.205
H: -1.0337 -1.2058 -2.7871  0.221
H: -2.1705 -0.8347 0.3367  0.194
H: -1.4666 -2.4385 0.0122  0.222
H: 0.7496 -1.3211 0.2238  0.199
H: -0.9612 0.9533 1.4740  0.211
H: -0.6085 -0.3211 2.5061  0.227
H: 0.8628 1.8271 2.5945  0.214
H: 2.0936 -0.4462 0.3881  0.212
H: 2.9945 1.3556 1.1135  0.217
S: 1.3457 0.5127 -1.9134  0.037

Output
Lowest unoccupied orbital energy (Ha): 0.031
M (g/mol): 128.24
2S+1: 1
HOMO level (eV): -8.504
SMILES: C=CC[C@H]1CC[C@@H]1S
ΔE to the lowest compared entry with this formula, charge and spin (kJ/mol): 527.0


5.
# C4H5FO2

C4H5FO2 as an isolated structure (the ωB97M-V functional and the def2-TZVPD basis, the OMol25 dataset).

Each line ends with the natural charge from an NBO analysis.
Cartesian coordinates (Å):
C: 1.1925 -0.0106 1.6346  0.007
C: 1.0262 -0.2476 0.0728  -0.284
C: 0.0958 0.0536 -0.8871  0.088
C: -2.0889 0.2277 -1.3113  0.645
H: 1.0981 -1.1718 2.1344  0.184
H: 2.4144 0.2352 2.1789  0.198
H: 1.8256 -0.5142 -0.4125  0.199
H: 0.1666 -0.3418 -2.0275  0.253
H: -3.0146 0.4351 -0.7421  0.138
O: -1.1222 0.4513 -0.4391  -0.489
O: -1.8552 0.0123 -2.4661  -0.571
F: 0.2618 0.8705 2.2652  -0.367

Output
Lowest unoccupied orbital energy (Ha): 0.029
M (g/mol): 104.08
2S+1: 1
HOMO level (eV): -9.493
ΔE to the lowest compared entry with this formula, charge and spin (kJ/mol): 355.9


> The highest HOMO level belongs to which entry?

C7H12S